Record 1
Density functional theory data (ωB97M-V with the def2-TZVPD basis set) for C23H18F12N5O2PdS as an isolated structure.

Geometry (Å):
Pd  -0.93141  -1.12030  0.32651
C  3.95665  3.53774  2.99229
C  3.15778  2.47602  2.27953
C  3.62292  1.85408  1.12736
C  2.85622  0.92095  0.46740
C  1.56572  0.54801  0.90686
N  0.88118  -0.38034  0.17799
C  1.50700  -1.29298  -0.67898
C  2.55590  -2.08122  -0.18566
C  3.21315  -3.00595  -0.96882
C  2.83567  -3.19809  -2.29217
C  3.51592  -4.21940  -3.16759
C  1.77937  -2.44393  -2.78021
C  1.08852  -1.51104  -2.00737
C  -0.11090  -0.72406  -2.57092
O  -1.12745  -0.52218  -1.69840
C  -0.75457  -1.46099  -3.79893
F  -0.97751  -2.75257  -3.51716
F  -0.01972  -1.42806  -4.93297
F  -1.93891  -0.93874  -4.11585
C  0.42197  0.65711  -3.07507
F  -0.48839  1.30114  -3.82753
F  0.72505  1.45812  -2.05997
F  1.53026  0.54363  -3.83218
C  1.08143  1.17892  2.07154
C  1.89483  2.11460  2.71578
C  -0.31897  0.90738  2.66384
O  -1.09198  -0.06327  2.13667
C  -0.17629  0.53192  4.18689
F  0.79526  -0.37429  4.35693
F  -1.29656  -0.00766  4.66903
F  0.10978  1.56359  5.01265
C  -1.14073  2.23675  2.52970
F  -0.66075  3.31213  3.17131
F  -2.40346  2.07895  2.96610
F  -1.21877  2.57476  1.23492
H  5.02439  3.42519  2.79649
H  3.80372  3.49145  4.07205
H  3.66650  4.54018  2.66533
H  4.60278  2.10759  0.73391
H  3.23816  0.46072  -0.43406
H  2.85744  -1.91676  0.84196
H  4.02592  -3.58861  -0.54761
H  4.49162  -4.49382  -2.76499
H  3.65990  -3.83641  -4.17918
H  2.92003  -5.13221  -3.24575
H  1.49570  -2.60177  -3.81024
H  1.53244  2.58775  3.61698
C  -5.78370  1.87398  -0.29695
C  -5.45121  0.46038  -0.00826
N  -6.28113  -0.47632  0.32704
N  -5.47466  -1.57221  0.50120
C  -4.17593  -1.33109  0.28831
S  -2.92274  -2.44967  0.40680
N  -4.15963  -0.01723  -0.05208
N  -3.07307  0.78352  -0.38274
H  -6.86045  2.00894  -0.24042
H  -5.41783  2.15013  -1.28480
H  -5.28628  2.52510  0.42160
H  -5.86002  -2.45268  0.79317
H  -2.53846  0.33924  -1.13420
H  -2.47169  0.84387  0.43289

Forces on the atoms, in the same order (eV/Å):
0.6 1.2 0.4
0.0 -0.1 0.0
0.0 0.0 0.0
0.0 0.0 0.0
0.0 0.1 0.0
0.0 -0.3 0.1
-0.5 -0.3 -0.4
0.2 0.0 0.0
0.1 0.1 0.1
0.0 0.0 0.0
0.0 0.0 0.0
0.0 0.0 0.0
0.0 0.0 0.0
0.0 0.0 0.0
0.1 0.0 -0.3
0.2 -0.7 0.1
0.1 0.0 0.2
0.0 -0.2 0.1
0.2 0.0 -0.1
-0.2 0.2 0.0
-0.1 -0.2 0.0
-0.1 0.1 -0.1
0.0 0.1 0.2
0.1 -0.1 -0.1
0.0 0.1 0.1
0.0 0.0 0.0
0.1 0.1 0.2
-0.3 -0.7 -0.2
0.0 0.0 -0.2
0.1 -0.2 0.0
-0.2 0.0 0.0
0.1 0.2 0.1
0.0 -0.2 0.0
0.2 0.2 0.1
-0.2 -0.1 0.1
0.0 0.0 -0.3
0.0 0.0 0.0
0.0 0.0 0.0
0.0 0.0 0.0
0.0 0.0 0.0
0.0 0.0 0.0
0.0 0.0 0.0
0.0 0.0 0.0
0.0 0.0 0.0
0.0 0.0 0.0
0.0 0.0 0.0
0.0 0.0 0.0
0.0 0.0 0.0
0.0 0.0 0.0
0.2 -0.1 0.0
0.1 0.0 0.0
-0.2 -0.1 0.0
0.0 -0.1 0.0
0.0 0.2 0.1
-0.1 0.2 0.0
-0.5 0.3 0.0
0.0 0.0 0.0
0.0 0.0 0.0
0.0 0.0 0.0
0.0 0.1 0.0
0.1 0.0 -0.1
0.1 0.1 0.1

For the total energy, the calculation gives -3036.13261 hartree. The value obtained for the gap between HOMO and LUMO is 6.6 eV. As for the spin multiplicity: 1. The HOMO energy comes out at -0.1519 Eh. The charge is -1. Its energy above the lowest of the compared OMol25 structures with the same formula, charge and spin is 0.5750 eV.

Charges in e, computed with Mulliken, in the same order as the atoms: Pd -0.132; C -1.609; C 0.076; C -1.277; C 0.022; C 0.328; N 0.159; C 0.878; C -0.321; C -1.026; C 0.652; C -1.544; C -0.726; C -1.415; C 2.700; O -0.976; C 0.469; F -0.254; F -0.278; F -0.279; C 0.452; F -0.306; F -0.181; F -0.305; C -1.458; C -0.353; C 2.049; O -1.102; C 0.682; F -0.283; F -0.260; F -0.276; C 0.492; F -0.285; F -0.288; F -0.233; H 0.378; H 0.374; H 0.285; H 0.341; H 0.449; H 0.605; H 0.344; H 0.394; H 0.372; H 0.281; H 0.494; H 0.460; C -1.111; C 1.023; N -0.912; N 0.203; C 0.292; S -0.429; N 0.648; N -0.999; H 0.376; H 0.272; H 0.226; H 0.182; H 0.551; H 0.114

=====

Record 2
Density functional theory data (ωB97M-V with the def2-TZVPD basis set) for one molecule with the formula C3H4BrNO2S.

Geometry (Å):
C  2.27034  0.49346  -0.20029
S  0.58879  0.41837  0.57454
O  0.60680  -0.21072  1.86860
O  -0.08710  1.70756  0.54651
N  -0.19761  -0.65381  -0.53202
C  -1.35671  -0.84938  -0.34319
C  -2.61158  -1.00049  -0.23763
Br  -3.79554  -0.02792  -1.23801
H  2.28906  -0.54199  -0.27322
H  2.21672  0.90937  -1.17434
H  3.02464  1.07498  0.34078
H  -2.94780  -1.31944  0.66828

Forces on the atoms, in the same order (eV/Å):
-1.9 0.9 1.0
-0.8 3.2 0.8
0.6 -0.5 -1.0
0.8 -1.2 -0.6
3.7 -0.2 0.1
-0.4 0.5 -0.5
-0.7 0.5 -0.5
-0.8 0.6 -0.8
1.6 -2.0 -0.2
-0.6 0.4 -0.9
-0.5 -0.7 0.5
-1.2 -1.6 2.1

For the total energy, the calculation gives -3294.04226 hartree. The SMILES is CS(=O)(=O)N=C=CBr. The value obtained for the gap between HOMO and LUMO is 9.2 eV. As for the spin multiplicity: 1. The HOMO energy comes out at -0.3404 Eh. Its energy above the lowest of the compared OMol25 structures with the same formula, charge and spin is 1.7742 eV.

Charges in e, computed with Mulliken, in the same order as the atoms: C -0.853; S 1.110; O -0.575; O -0.589; N -0.268; C 0.583; C -0.740; Br -0.069; H 0.349; H 0.327; H 0.332; H 0.393

=====

Record 3
Density functional theory data (ωB97M-V with the def2-TZVPD basis set) for one molecule with the formula C7H8N4O.

Geometry (Å):
N  1.94980  -2.91248  -1.62864
C  1.66894  -1.82479  -1.23188
C  0.92373  -0.60223  -0.85663
C  1.58957  0.09512  0.37494
C  0.85819  1.39913  0.64653
C  -0.67781  1.38242  0.72385
C  -1.38990  0.07830  0.23642
C  -1.86471  -0.67763  1.34930
N  -2.24447  -1.37134  2.25828
N  -0.55484  -0.81067  -0.62756
N  -1.25629  -1.59459  -1.57249
O  -2.19710  -1.11067  -2.30079
H  1.07340  0.16753  -1.65970
H  2.59105  0.24660  0.08655
H  1.58377  -0.53857  1.22828
H  1.15391  1.70694  1.63974
H  1.07391  2.10826  -0.14805
H  -0.96837  2.26838  0.10118
H  -1.00873  1.67933  1.71615
H  -2.30406  0.31097  -0.33549

Forces on the atoms, in the same order (eV/Å):
-0.6 4.4 1.7
-0.5 -4.4 -1.8
0.0 1.0 0.5
-2.3 -0.4 -1.0
-0.1 -0.4 0.4
-0.5 0.8 -1.2
0.6 1.3 -1.5
-2.0 -4.7 5.8
1.8 3.6 -4.5
-1.1 0.4 -0.4
-1.1 0.9 -4.0
3.6 -1.0 4.7
-0.3 -0.9 0.2
1.3 0.4 -0.2
-0.1 -0.7 0.7
0.6 0.7 -0.1
0.6 0.2 0.3
-0.3 -1.1 0.3
-0.1 -0.5 0.1
0.5 0.2 -0.1

For the total energy, the calculation gives -565.61872 hartree. The SMILES is N#C[C@@H]1CCC[C@H](C#N)N1N=O. The value obtained for the gap between HOMO and LUMO is 9.1 eV. As for the spin multiplicity: 1. The HOMO energy comes out at -0.3688 Eh. Its energy above the lowest of the compared OMol25 structures with the same formula, charge and spin is 5.6057 eV.

Charges in e, computed with Mulliken, in the same order as the atoms: N -0.439; C -0.034; C 0.529; C -1.060; C -0.535; C -0.848; C 0.207; C 0.121; N -0.505; N 0.431; N -0.407; O -0.333; H 0.232; H 0.525; H 0.451; H 0.234; H 0.364; H 0.272; H 0.468; H 0.325

=====

Record 4
Density functional theory data (ωB97M-V with the def2-TZVPD basis set) for an isolated ion of composition C8H17N4O2 and charge +1.

Geometry (Å):
C  2.28652  -0.71040  0.56749
C  1.39510  -0.70981  -0.65826
N  0.16672  -1.55181  -0.24971
C  -0.78101  -0.97329  0.72761
C  -1.94132  -1.94103  0.91736
C  -1.21063  0.41164  0.12065
C  -2.16284  1.21987  0.90819
N  -1.80533  0.01445  -1.41531
O  -2.75338  0.65563  -1.74848
N  0.11676  1.15192  -0.09236
N  0.53298  2.20556  0.49091
O  0.03136  2.73935  1.44676
C  0.95594  0.66672  -1.18424
C  2.18052  1.58291  -1.46915
H  1.94709  0.02803  1.31798
H  3.39732  -0.58707  0.43253
H  2.21802  -1.73195  0.97251
H  1.99418  -1.13720  -1.44983
H  -0.60922  -1.59474  -1.11675
H  0.46113  -2.48141  0.17637
H  -0.23793  -0.98264  1.77270
H  -1.58768  -2.96133  0.62815
H  -2.68123  -1.52050  0.17856
H  -2.25904  -1.92123  1.99095
H  -2.35845  2.21503  0.46351
H  -1.80993  1.22192  1.97757
H  -3.25022  0.78930  0.85566
H  0.38549  0.50612  -2.01035
H  2.90275  1.10245  -2.16868
H  2.69112  1.78008  -0.47703
H  1.78518  2.51341  -1.90533

Forces on the atoms, in the same order (eV/Å):
0.8 0.0 0.9
0.9 0.2 0.2
-1.6 -0.8 -2.9
0.7 0.7 2.7
-0.1 0.5 -0.7
1.7 -0.2 -0.3
-2.7 -0.4 0.7
-0.9 1.1 0.9
1.7 -0.9 0.8
-3.2 -1.2 -1.0
2.4 2.7 0.5
-1.0 -0.8 0.1
2.4 -0.3 3.1
0.0 -0.4 0.9
0.2 -0.5 -0.2
-1.3 0.2 -0.4
0.1 0.3 0.4
-0.6 -1.0 -0.4
2.9 -0.7 1.9
-0.4 1.2 -1.4
-0.8 1.0 -2.1
-0.7 0.6 0.3
-0.1 -1.3 1.1
-0.2 -0.1 -1.3
0.7 -0.4 0.6
-0.6 0.5 -1.2
2.0 0.2 0.2
-1.6 -0.1 -2.6
-0.7 0.2 0.4
-0.5 0.0 -1.5
0.5 -0.3 0.3

For the total energy, the calculation gives -684.05547 hartree. The SMILES is C[C@H]1[NH2+][C@H](C)[C@](C)(N=O)N(N=O)[C@H]1C. The value obtained for the gap between HOMO and LUMO (spin up / spin down) is 7.2 / 7.2 eV. As for the spin multiplicity: 1. The HOMO energy (spin up / spin down) comes out at -0.4441 / -0.4441 Eh. The charge is +1. Its energy above the lowest of the compared OMol25 structures with the same formula, charge and spin is 5.7341 eV.

Charges in e, computed with Mulliken, in the same order as the atoms: C -1.444; C -0.079; N -0.136; C -0.472; C -1.121; C 0.497; C -1.508; N 0.076; O -0.331; N 1.035; N -0.498; O -0.514; C -0.176; C -1.351; H 0.353; H 0.373; H 0.349; H 0.515; H 0.573; H 0.453; H 0.545; H 0.351; H 0.346; H 0.335; H 0.411; H 0.401; H 0.346; H 0.520; H 0.381; H 0.372; H 0.397

=====

Record 5
Density functional theory data (ωB97M-V with the def2-TZVPD basis set) for C18H20F5N2O4PdSSe as an isolated structure.

Geometry (Å):
Pd  0.22531  -0.21503  -0.77109
C  -2.04757  1.29089  0.78256
C  -1.62416  2.33191  -0.23323
O  -0.29616  2.05481  -0.71941
C  0.85682  2.55730  -0.01386
C  1.70822  1.36462  0.39163
O  1.13445  0.83598  1.53956
C  1.88215  -0.07471  2.34753
C  1.42332  -1.54128  2.07323
O  0.19760  -1.57690  1.35007
C  -0.98200  -1.28087  2.10999
C  -2.10655  -1.09911  1.10529
O  -1.83278  -0.01039  0.20116
H  -3.10817  1.40969  1.01396
H  -1.46748  1.39958  1.70088
H  -1.68408  3.33156  0.19734
H  -2.26585  2.28830  -1.11273
H  0.57359  3.09536  0.89069
H  1.40234  3.23092  -0.67482
H  2.75690  1.63496  0.53976
H  1.70862  0.57701  -0.48635
H  1.67790  0.20482  3.37839
H  2.95152  0.02503  2.15960
H  1.33841  -2.07923  3.01784
H  2.15114  -2.05494  1.44486
H  -0.83424  -0.37116  2.69553
H  -1.20854  -2.10173  2.79314
H  -3.05770  -0.93373  1.61222
H  -2.18021  -1.98681  0.47763
S  0.34600  -2.63098  -1.19590
C  1.31622  -3.49596  -2.34099
N  0.90158  -4.74932  -2.67279
C  1.63166  -5.53630  -3.47369
C  2.83433  -5.06462  -3.95869
C  3.20921  -3.77353  -3.58255
N  2.45173  -3.00949  -2.79553
H  0.02079  -5.09751  -2.29980
H  1.24884  -6.52284  -3.70413
H  3.45710  -5.67454  -4.59809
H  4.14304  -3.33601  -3.91669
F  1.14156  -0.81904  -8.74864
C  0.84183  -0.43913  -7.54746
C  0.87434  0.92064  -7.21787
F  1.20006  1.80063  -8.12999
C  0.57000  1.30530  -5.92927
F  0.60247  2.57448  -5.58634
C  0.24509  0.35075  -4.94200
Se  -0.11950  0.95327  -3.22359
C  0.19832  -1.00087  -5.31409
F  -0.16685  -1.89640  -4.39116
C  0.48655  -1.40341  -6.59029
F  0.44002  -2.68390  -6.91542

Forces on the atoms, in the same order (eV/Å):
-1.9 -0.4 -0.8
0.1 0.3 0.0
-0.3 -0.2 0.1
0.3 -0.4 0.3
0.2 0.0 -0.1
0.1 0.6 0.8
0.0 0.1 -0.1
-0.1 -0.4 0.0
0.2 0.4 0.0
0.0 -0.1 0.0
-0.2 0.2 -0.1
0.2 -0.1 0.2
-0.1 -0.2 -0.1
0.0 0.0 0.0
0.0 -0.1 0.0
0.1 0.0 0.0
0.0 0.0 0.0
-0.1 0.0 0.0
-0.1 0.0 -0.1
0.1 -0.1 -0.2
1.6 0.7 0.1
0.0 0.1 0.0
0.0 0.0 0.1
0.0 -0.1 0.0
0.0 0.0 0.0
0.1 0.0 0.0
0.0 0.0 0.0
0.0 0.0 0.0
-0.1 0.0 0.0
-0.4 -0.1 0.0
0.5 0.1 -0.2
0.0 0.0 0.0
0.1 -0.1 -0.1
0.1 0.3 0.1
0.0 -0.3 -0.1
-0.3 0.2 0.2
0.0 0.0 0.0
-0.1 0.0 0.1
0.0 0.0 0.0
0.0 0.0 0.0
0.0 -0.1 -0.2
-0.1 0.1 0.2
0.0 0.0 0.0
0.0 0.0 0.0
0.0 0.0 0.1
0.0 0.0 -0.1
-0.1 -0.2 0.4
0.1 0.2 -0.3
0.0 0.2 -0.1
0.1 -0.2 0.0
0.0 -0.1 0.2
0.0 0.0 -0.1

For the total energy, the calculation gives -4533.97123 hartree. As for the expectation value of S²: 6.0529. The value obtained for the gap between HOMO and LUMO (spin up / spin down) is 7.6 / 4.7 eV. As for the spin multiplicity: 5. The HOMO energy (spin up / spin down) comes out at -0.6440 / -0.6520 Eh. The charge is +3. Its energy above the lowest of the compared OMol25 structures with the same formula, charge and spin is 1.8736 eV.

Charges in e, computed with Mulliken, in the same order as the atoms: Pd 0.372; C -0.504; C -0.749; O -0.151; C -0.540; C -0.749; O -0.127; C -0.531; C -0.668; O -0.001; C -0.532; C -0.775; O -0.411; H 0.519; H 0.264; H 0.423; H 0.373; H 0.363; H 0.465; H 0.496; H 0.568; H 0.375; H 0.405; H 0.391; H 0.306; H 0.329; H 0.510; H 0.455; H 0.289; S -0.123; C 0.594; N 0.020; C -0.040; C -0.610; C -0.019; N -0.334; H 0.292; H 0.494; H 0.454; H 0.478; F -0.209; C 0.457; C 0.240; F -0.214; C 0.341; F -0.244; C -0.404; Se 0.407; C 0.670; F -0.250; C 0.100; F -0.266

=====

Record 6
Density functional theory data (ωB97M-V with the def2-TZVPD basis set) for a 2-piece molecular cluster, C3H12NO overall.

Geometry (Å):
C  0.99604  -0.92579  -2.10224
O  1.77433  -0.48830  -0.95135
H  1.68438  -1.39501  -2.75318
H  0.06992  -1.49785  -1.91068
H  0.56985  -0.02006  -2.55511
H  2.67036  -0.82253  -1.17829
C  -1.63624  -0.44250  1.04543
C  -1.03437  0.99334  0.89458
N  0.51162  0.99173  1.12385
H  -1.56405  -0.71101  2.11484
H  -2.64765  -0.33878  0.65347
H  -1.08045  -1.26007  0.53746
H  -1.23148  1.35976  -0.14422
H  -1.51471  1.70067  1.60875
H  0.82213  1.97685  1.37870
H  0.89110  0.39687  0.22980
H  0.71920  0.48268  2.00820

Forces on the atoms, in the same order (eV/Å):
-1.3 1.7 0.3
0.0 -0.9 -0.5
0.1 -0.7 -1.0
1.0 -0.4 0.6
0.5 -0.1 -0.3
-0.7 0.6 1.0
1.3 0.8 0.6
-0.1 -0.4 -0.3
-1.1 -0.4 -0.2
-0.7 0.1 -0.4
0.0 -0.5 0.4
-0.3 0.8 -0.2
0.5 -0.1 0.9
0.5 -0.6 -0.5
0.0 -1.5 -1.4
0.6 1.7 2.0
-0.2 -0.1 -0.9

For the total energy, the calculation gives -251.21487 hartree. The value obtained for the gap between HOMO and LUMO is 11.6 eV. As for the spin multiplicity: 1. The HOMO energy comes out at -0.5499 Eh. The charge is +1. Its energy above the lowest of the compared OMol25 structures with the same formula, charge and spin is 1.5097 eV.

Charges in e, computed with Mulliken, in the same order as the atoms: C -0.624; O -0.627; H 0.381; H 0.219; H 0.238; H 0.351; C -0.977; C -0.452; N -0.292; H 0.359; H 0.318; H 0.318; H 0.311; H 0.365; H 0.378; H 0.351; H 0.383